# 1
C23H37AuN8O4Si2 as an isolated structure at a distorted geometry, computed with ωB97M-V/def2-TZVPD.

Last column: Mulliken charge in e.
CARTESIAN COORDINATES (ANGSTROEM)
N -1.006 0.987 1.393  0.762
H -2.334 1.508 -5.474  0.374
C -2.182 -3.487 0.242  -0.248
H 5.475 0.373 -1.389  0.346
C -3.393 2.230 -2.367  -1.046
C -3.313 -1.488 -1.897  -0.249
H 0.074 -3.778 4.302  0.441
N -1.458 0.128 -1.822  0.296
H 2.273 -1.477 2.593  0.208
N -0.107 -2.269 0.751  0.310
C -2.230 -0.803 -1.364  -0.062
H -3.718 -1.078 -2.809  0.194
N -0.799 2.030 2.216  -0.349
H 4.798 3.901 -1.109  0.316
O -1.872 -1.111 -0.003  2.028
O -5.001 0.369 3.080  -0.544
C -3.391 -3.532 -0.443  -0.892
C 5.225 1.335 -0.938  -0.701
C -1.847 2.266 3.017  -0.407
C -0.345 2.487 -3.086  -0.779
H 4.058 2.262 2.024  0.299
Si 0.699 -3.299 1.897  -0.209
H 3.011 -2.478 1.352  0.203
H -1.371 0.079 -5.161  0.348
C -2.252 0.525 1.684  -1.082
O -3.933 -1.107 1.143  -0.810
H -3.228 2.585 -1.353  0.282
O -4.364 2.092 4.317  -0.613
H -4.685 -0.228 2.355  0.410
N 4.744 1.113 0.420  0.126
C -1.333 -2.396 0.344  -0.047
H -3.661 3.086 -2.979  0.439
H 3.248 0.213 -2.235  0.310
C -2.832 -0.557 1.029  0.303
C 2.218 2.278 0.176  -0.426
H -3.090 0.070 -4.824  0.356
H 1.445 2.786 -0.407  -0.037
H 3.773 -0.654 -0.098  0.238
H 5.329 3.020 1.035  0.368
C 2.387 -2.496 2.239  -0.982
H -0.035 2.784 -2.090  -0.099
H -1.842 -4.388 0.728  0.170
H 6.122 1.959 -0.899  0.344
H 1.862 2.111 1.196  0.123
C 3.899 3.280 -1.135  -0.706
H -1.866 3.058 3.739  0.566
H 0.058 2.553 2.149  0.106
C -3.893 -2.645 -1.391  -0.878
C -4.118 1.295 3.438  0.519
C 3.539 0.310 0.362  -0.486
N 4.216 1.999 -1.755  0.060
N 3.405 3.106 0.226  0.125
C -0.398 -3.284 3.459  -1.043
H 2.921 -3.051 3.003  0.475
C 3.016 1.183 -1.784  -0.407
H 3.131 3.783 -1.726  0.354
H -1.347 -3.779 3.274  0.333
H -4.250 1.562 -2.338  0.334
C -2.193 0.681 -4.785  -1.180
C 0.998 -5.100 1.333  -1.139
H -3.980 -4.429 -0.291  0.355
H 0.496 2.015 -3.584  0.246
H 1.523 -5.135 0.383  0.338
H 2.255 1.684 -2.387  0.034
H 1.605 -5.631 2.060  0.376
Au 0.419 -0.103 -0.181  0.673
H 0.073 -5.655 1.217  0.362
H -0.586 3.390 -3.638  0.475
C 4.424 2.409 1.004  -0.686
C -2.823 1.335 2.736  0.137
H -4.817 -2.950 -1.865  0.358
H 3.168 0.146 1.376  0.175
H -0.623 -2.263 3.756  0.291
Si -1.846 1.319 -3.017  -0.182
N 2.479 0.961 -0.429  0.006

As for the charge: 0. The value obtained for the energy above the lowest of the compared OMol25 structures with the same formula, charge and spin is 396.13 kJ/mol. The value obtained for the largest force on an atom is 3.730 eV Å⁻¹. For the HOMO-LUMO gap (alpha / beta), the calculation gives 0.19005 / 0.14425 Eh. The molecular weight comes out at 742.74 g/mol.



# 2
A 5-piece molecular cluster, C23H37Cl3F16O2 overall at a distorted geometry, computed with ωB97M-V/def2-TZVPD.

Last column: Mulliken charge in e.
CARTESIAN COORDINATES (ANGSTROEM)
H -7.353 -1.323 -11.191  0.335
F 3.333 8.197 9.168  -0.323
O 0.537 6.352 8.014  -0.347
H -4.177 -0.788 -7.342  0.377
H -3.974 -3.184 3.066  0.296
H 5.637 -4.103 -2.220  0.205
H 5.165 1.020 3.244  0.379
F 1.467 6.338 10.768  -0.262
F 1.358 -6.968 1.179  -0.291
F -2.120 6.637 7.682  -0.240
C -0.032 6.315 6.678  0.822
C 2.861 -5.281 1.729  0.150
H 4.942 2.067 -0.261  0.321
Cl -6.117 -3.090 4.177  -0.114
C 4.032 1.577 1.570  -0.265
C 1.490 1.665 -0.342  -0.197
C 2.003 7.948 9.026  0.955
H -3.293 -2.175 -5.501  0.347
H -5.040 -1.820 -9.656  0.327
H -5.816 -0.976 -6.733  0.314
C 4.420 -5.889 -2.193  0.873
Cl -5.221 -1.431 2.048  -0.120
F 3.588 -6.114 2.452  -0.261
H 3.734 -7.524 0.414  0.429
C -7.513 -2.164 -10.516  -1.278
F 0.601 5.434 5.870  -0.274
H -8.554 -2.482 -10.456  0.368
C 0.247 2.310 -0.950  -1.344
C -5.672 -1.272 -8.958  -0.572
H -4.113 -3.235 -7.803  0.289
C 1.396 7.646 10.427  0.153
H 2.454 5.916 8.220  0.367
C 2.818 2.425 -0.433  -0.701
C -4.749 -2.814 -7.025  -0.184
H 2.955 2.737 -1.468  0.366
H 3.626 -4.595 1.365  0.246
H -7.705 -1.114 -8.520  0.333
H 4.941 -0.271 2.290  0.272
H 3.163 1.235 2.133  0.277
H 6.184 0.940 1.781  0.336
H 2.742 -7.332 -1.034  0.389
C -5.097 -1.362 -7.456  -0.698
F 6.818 -5.671 -2.169  -0.220
C 3.278 -6.792 -0.253  -0.791
H 2.804 3.410 0.034  0.343
H -7.221 -2.748 -8.548  0.239
H 2.101 7.238 7.027  0.420
F 5.817 -4.836 -3.924  -0.273
H -6.954 -3.040 -10.845  0.322
H -5.726 -0.226 -9.262  0.313
F 1.867 8.482 11.346  -0.255
H 0.374 2.465 -2.021  0.330
H 0.073 3.316 -0.568  0.319
F 4.436 -7.116 -2.743  -0.273
H -4.861 -2.769 -4.947  0.314
C 2.204 -6.101 0.627  0.880
C 5.714 -5.120 -2.603  0.171
C 5.182 0.786 2.179  -1.287
C 4.017 1.622 0.108  -0.577
H 4.007 0.650 -0.385  0.303
H 0.314 7.782 10.404  0.231
F -0.064 7.553 6.130  -0.250
C -4.080 -2.904 -5.695  -1.323
F 3.327 -5.297 -2.680  -0.278
H -3.716 -3.914 -5.504  0.352
H -0.649 1.696 -0.856  0.360
F 1.507 -5.197 -0.146  -0.299
Cl -3.694 -1.452 4.605  -0.115
C -7.070 -1.806 -9.074  -0.365
H 1.190 1.486 0.690  0.236
H 4.121 2.595 1.951  0.256
C 1.873 6.812 8.004  -0.840
F -2.189 5.709 5.675  -0.263
H 1.665 0.663 -0.732  0.277
F 1.995 -4.641 2.558  -0.258
C -4.642 -2.408 3.437  0.053
O 4.264 -5.904 -0.781  -0.400
H -5.685 -3.371 -6.970  0.192
C -1.469 5.781 6.839  0.147
F 1.434 9.039 8.601  -0.279
H -1.511 4.771 7.248  0.238

As for the charge: 0. Its structure (SMILES) is FC(F)C(F)(F)COC(F)(F)C(F)F.FC(F)C(F)(F)COC(F)(F)C(F)F.ClC(Cl)Cl.CCCCCC.CCCCCC. The value obtained for the largest force on an atom is 3.522 eV Å⁻¹. For the HOMO-LUMO gap, the calculation gives 0.40339 Eh. The molecular weight comes out at 755.87 g/mol.